i) The following is a quantum chemistry calculation of one molecule with the formula HN3OS, from OMol25.

**Spin multiplicity**: 3
**HOMO level (spin up / spin down)**: -6.30 / -10.72 eV
**Charge**: 0

Cartesian coordinates (Å):
N (-0.71, -0.49, 0.64)
N (-0.29, -1.45, 0.05)
N (-0.40, 0.71, 0.29)
O (0.62, 0.72, -0.79)
S (0.93, -0.89, -1.21)
H (-0.15, 1.39, 1.01)

How positive or negative is each atom? The Löwdin charges in e answer that: number 1, N, carries -0.1725; number 2, N, carries -0.2205; number 3, N, carries -0.0502; number 4, O, carries -0.4785; number 5, S, carries 0.7782; number 6, H, carries 0.1435

ii) The following is a quantum chemistry calculation of HN3OS as an isolated structure, from OMol25.

**Spin multiplicity**: 3
**HOMO level (spin up / spin down)**: -7.81 / -10.35 eV
**Charge**: 0

Cartesian coordinates (Å):
N (0.97, -1.28, 0.07)
N (2.05, -1.47, -0.07)
N (-0.02, -0.64, 0.02)
O (1.93, 1.31, -0.21)
S (3.09, 0.48, 0.11)
H (-0.97, -0.72, 0.48)

How positive or negative is each atom? The Löwdin charges in e answer that: number 1, N, carries -0.3321; number 2, N, carries -0.0167; number 3, N, carries 0.1039; number 4, O, carries -0.6494; number 5, S, carries 0.7675; number 6, H, carries 0.1268

Name the most stable of them. ii).

i) The following is a quantum chemistry calculation of one molecule with the formula C3H5NO2S2, from OMol25.

**HOMO level**: -9.05 eV
**Charge**: 0
**SMILES**: COC(=S)C(=S)NO

Cartesian coordinates (Å):
C (-0.01, -1.83, 1.10)
O (-0.98, -0.79, 1.29)
C (-0.97, 0.35, 0.63)
S (-1.89, 1.60, 1.11)
C (-0.12, 0.47, -0.62)
S (-0.12, -0.63, -1.87)
N (0.59, 1.58, -0.66)
O (1.31, 1.94, -1.76)
H (-0.32, -2.49, 0.29)
H (0.98, -1.43, 0.89)
H (0.00, -2.37, 2.05)
H (0.42, 2.36, -0.04)
H (1.11, 1.22, -2.41)

Atomic partial charges in e from the Löwdin method, atoms 1 to 8: number 1, C, carries -0.0649; number 2, O, carries -0.1353; number 3, C, carries -0.8469; number 4, S, carries 0.7770; number 5, C, carries -0.7967; number 6, S, carries 0.7222; number 7, N, carries -0.0726; number 8, O, carries -0.0114

ii) The following is a quantum chemistry calculation of one molecule with the formula C3H5NO2S2, from OMol25.

**HOMO level**: -8.63 eV
**Charge**: 0

Cartesian coordinates (Å):
C (1.27, 1.11, 0.07)
C (-0.30, -0.75, -0.26)
C (-1.56, -0.22, 0.35)
N (0.80, -0.15, 0.36)
O (2.10, 1.63, 0.75)
O (0.72, 1.63, -1.07)
S (-4.32, 0.97, 0.49)
S (-2.82, 0.34, -0.58)
H (-0.10, -1.76, -0.12)
H (-0.50, -0.34, -1.34)
H (-1.62, 0.04, 1.36)
H (1.23, -0.70, 1.03)
H (0.91, 2.53, -1.18)

Atomic partial charges in e from the Löwdin method, atoms 1 to 8: number 1, C, carries -0.5835; number 2, C, carries -0.2735; number 3, C, carries -0.4514; number 4, N, carries 0.0609; number 5, O, carries 0.1123; number 6, O, carries 0.1235; number 7, S, carries 0.0437; number 8, S, carries 0.4348

Name the most stable of them. ii).